# 1
{
  "formula": "C33H66O11",
  "method": "ωB97M-V/def2-TZVPD",
  "total_charge": 0,
  "species": ["C", "C", "C", "O", "H", "H", "H", "H", "H", "H", "C", "C", "C", "O", "H", "H", "H", "H", "H", "H", "C", "C", "C", "O", "H", "H", "H", "H", "H", "H", "C", "C", "C", "O", "H", "H", "H", "H", "H", "H", "C", "C", "C", "O", "H", "H", "H", "H", "H", "H", "C", "C", "C", "O", "H", "H", "H", "H", "H", "H", "C", "C", "C", "O", "H", "H", "H", "H", "H", "H", "C", "C", "C", "O", "H", "H", "H", "H", "H", "H", "C", "C", "C", "O", "H", "H", "H", "H", "H", "H", "C", "C", "C", "O", "H", "H", "H", "H", "H", "H", "C", "C", "C", "O", "H", "H", "H", "H", "H", "H"],
  "xyz": [[0.733, -5.004, 0.775], [1.648, -5.739, -0.173], [1.138, -6.048, -1.530], [2.747, -6.072, 0.178], [1.059, -5.193, 1.789], [-0.304, -5.312, 0.651], [0.796, -3.931, 0.559], [1.767, -6.778, -2.022], [1.098, -5.131, -2.122], [0.116, -6.417, -1.493], [4.532, 0.024, -1.696], [5.735, 0.749, -1.137], [6.197, 1.975, -1.915], [6.382, 0.293, -0.150], [4.260, -0.821, -1.080], [4.785, -0.371, -2.691], [3.665, 0.669, -1.837], [5.354, 2.688, -1.860], [6.317, 1.718, -2.964], [7.075, 2.401, -1.463], [-1.229, 1.868, -3.880], [-2.183, 2.442, -2.859], [-3.566, 2.744, -3.340], [-1.904, 2.563, -1.724], [-0.535, 1.164, -3.448], [-0.670, 2.702, -4.328], [-1.798, 1.420, -4.694], [-3.521, 3.430, -4.193], [-4.163, 3.218, -2.560], [-4.040, 1.791, -3.589], [-1.409, 2.516, 2.105], [-0.676, 1.790, 3.190], [0.481, 2.519, 3.807], [-1.002, 0.660, 3.564], [-0.693, 2.835, 1.347], [-1.807, 3.458, 2.497], [-2.193, 1.891, 1.702], [1.096, 1.808, 4.351], [0.159, 3.336, 4.449], [1.073, 2.975, 3.000], [-4.153, 0.188, -0.700], [-4.756, -0.559, -1.822], [-5.987, -1.352, -1.514], [-4.280, -0.547, -2.901], [-4.988, 0.661, -0.158], [-3.513, 1.006, -1.016], [-3.624, -0.490, -0.034], [-5.797, -1.995, -0.643], [-6.285, -1.936, -2.377], [-6.848, -0.722, -1.253], [-3.542, -3.395, -2.498], [-2.575, -4.530, -2.448], [-3.122, -5.874, -2.710], [-1.429, -4.415, -2.230], [-3.066, -2.448, -2.266], [-4.378, -3.546, -1.822], [-3.955, -3.350, -3.516], [-3.259, -6.004, -3.784], [-4.068, -6.043, -2.195], [-2.410, -6.612, -2.343], [-4.587, -3.030, 2.745], [-4.015, -2.840, 1.385], [-2.519, -2.672, 1.263], [-4.692, -2.830, 0.399], [-4.087, -3.856, 3.256], [-5.657, -3.147, 2.722], [-4.322, -2.138, 3.339], [-1.993, -3.548, 1.638], [-2.185, -1.820, 1.869], [-2.308, -2.477, 0.220], [2.444, -3.270, 3.403], [3.411, -2.840, 4.473], [4.083, -1.508, 4.331], [3.611, -3.491, 5.388], [2.849, -3.214, 2.391], [1.593, -2.573, 3.440], [2.125, -4.291, 3.593], [3.584, -0.753, 4.946], [4.152, -1.172, 3.304], [5.108, -1.595, 4.710], [1.144, 0.790, 0.011], [0.749, -0.339, -0.845], [-0.738, -0.571, -1.045], [1.581, -0.957, -1.482], [0.585, 1.699, -0.235], [2.203, 0.970, -0.055], [0.811, 0.596, 1.043], [-0.822, -1.516, -1.586], [-1.156, 0.227, -1.647], [-1.256, -0.614, -0.090], [0.665, 7.156, -0.239], [0.016, 5.852, 0.145], [0.064, 4.785, -0.856], [-0.531, 5.724, 1.157], [0.286, 7.949, 0.401], [0.439, 7.392, -1.280], [1.747, 7.106, -0.105], [1.114, 4.598, -1.157], [-0.454, 5.120, -1.752], [-0.265, 3.829, -0.488], [3.123, 4.823, 1.867], [4.084, 4.005, 1.014], [5.545, 4.239, 1.210], [3.694, 3.214, 0.216], [2.122, 4.789, 1.442], [3.414, 5.883, 1.828], [3.109, 4.461, 2.894], [5.738, 5.312, 1.095], [6.111, 3.674, 0.491], [5.796, 4.000, 2.247]],
  "forces_ev_per_a": [[-0.145, 0.175, -0.147], [-0.343, -0.065, 0.260], [-0.346, -0.027, -0.590], [0.789, -0.146, 0.298], [0.055, 0.067, 0.161], [-0.041, 0.038, -0.078], [-0.055, -0.087, 0.042], [0.231, -0.033, -0.037], [-0.024, -0.001, -0.005], [-0.077, 0.041, 0.025], [0.343, -0.023, -0.100], [2.013, -1.522, 2.043], [-1.325, -0.225, 0.676], [-2.042, 1.634, -2.863], [-0.064, -0.038, 0.213], [0.042, 0.155, 0.143], [0.087, 0.114, 0.073], [0.397, -0.099, -0.063], [0.234, -0.021, -0.083], [0.410, 0.098, -0.028], [-0.274, 0.683, -0.580], [-0.942, -0.844, -2.761], [-0.360, 0.476, -0.137], [1.223, 0.400, 3.375], [0.191, -0.133, 0.135], [0.017, -0.151, 0.143], [0.110, -0.183, 0.040], [-0.168, -0.357, -0.145], [0.176, 0.002, 0.099], [0.040, 0.125, -0.349], [0.161, 0.230, 0.243], [-0.671, -1.330, 0.636], [0.501, -0.086, -0.482], [0.474, 1.417, -0.609], [-0.118, -0.138, -0.137], [-0.087, -0.124, 0.000], [-0.153, -0.017, -0.214], [0.030, 0.076, 0.192], [-0.159, -0.029, 0.102], [-0.070, -0.082, 0.213], [-0.569, 1.080, 0.912], [-1.421, -0.287, 1.916], [-0.784, -0.065, 0.265], [1.280, 0.271, -3.095], [0.301, -0.269, 0.264], [0.269, -0.220, -0.154], [-0.030, 0.034, 0.087], [-0.430, 0.459, -0.720], [0.080, -0.156, -0.151], [0.311, 0.185, -0.023], [-0.045, 0.280, -0.463], [-2.963, -0.074, -0.303], [-0.450, -1.213, 0.120], [3.699, 0.978, 0.815], [0.126, -0.138, -0.090], [-0.020, -0.153, 0.063], [0.043, 0.119, 0.189], [-0.141, -0.085, -0.030], [-0.141, 0.084, -0.208], [0.034, -0.064, -0.189], [0.534, 0.550, 0.702], [1.176, -0.314, 0.869], [-0.255, 0.435, 0.342], [-0.509, -0.543, -0.447], [-0.144, -0.083, -0.078], [-0.285, -0.150, -0.030], [-0.171, -0.213, -0.109], [0.035, -0.099, -0.092], [-0.030, -0.108, -0.020], [0.290, -0.229, -0.120], [-0.392, 0.246, -0.388], [-1.112, 3.367, -5.059], [0.799, 0.591, -0.064], [1.208, -4.142, 5.740], [0.162, 0.092, 0.090], [0.017, -0.236, -0.064], [-0.107, 0.062, 0.098], [-0.104, -0.097, -0.142], [-0.196, 0.190, -0.221], [-0.240, -0.026, 0.030], [-0.428, 0.674, 1.125], [-0.199, 0.009, -1.381], [0.715, -0.806, 0.007], [-0.430, -0.154, 0.345], [0.074, -0.122, -0.357], [0.304, 0.098, 0.207], [0.360, -0.125, -0.057], [-0.268, 0.004, 0.087], [-0.052, 0.191, 0.093], [-0.056, 0.133, -0.002], [0.008, 0.462, -0.057], [1.893, 1.153, -3.490], [1.523, -0.887, -1.078], [-2.369, -0.579, 4.843], [-0.013, 0.007, 0.029], [0.196, 0.037, -0.014], [0.012, -0.099, -0.151], [-0.268, 0.329, -0.033], [-0.204, -0.260, -0.085], [-0.673, -0.049, 0.022], [0.079, 0.440, -0.652], [0.130, 0.934, 1.025], [-0.110, 0.779, 0.476], [-0.849, -1.153, -1.237], [-0.052, -0.350, 0.107], [0.130, -0.265, 0.377], [0.069, 0.125, 0.072], [0.107, -0.127, -0.019], [0.283, -0.289, -0.034], [0.204, -0.132, -0.117]]
}

***

# 2
{
  "formula": "C33H66O11",
  "method": "ωB97M-V/def2-TZVPD",
  "total_charge": 0,
  "species": ["C", "C", "C", "O", "H", "H", "H", "H", "H", "H", "C", "C", "C", "O", "H", "H", "H", "H", "H", "H", "C", "C", "C", "O", "H", "H", "H", "H", "H", "H", "C", "C", "C", "O", "H", "H", "H", "H", "H", "H", "C", "C", "C", "O", "H", "H", "H", "H", "H", "H", "C", "C", "C", "O", "H", "H", "H", "H", "H", "H", "C", "C", "C", "O", "H", "H", "H", "H", "H", "H", "C", "C", "C", "O", "H", "H", "H", "H", "H", "H", "C", "C", "C", "O", "H", "H", "H", "H", "H", "H", "C", "C", "C", "O", "H", "H", "H", "H", "H", "H", "C", "C", "C", "O", "H", "H", "H", "H", "H", "H"],
  "xyz": [[-5.602, 17.395, -11.799], [-5.690, 18.485, -12.819], [-5.236, 18.255, -14.235], [-6.127, 19.581, -12.528], [-6.625, 17.040, -11.636], [-5.356, 17.845, -10.839], [-4.991, 16.550, -12.102], [-5.380, 17.205, -14.506], [-4.182, 18.522, -14.332], [-5.808, 18.840, -14.950], [-10.069, 23.142, -6.059], [-11.243, 22.222, -6.193], [-11.025, 20.903, -6.908], [-12.369, 22.534, -5.881], [-9.799, 23.556, -7.035], [-9.159, 22.669, -5.702], [-10.386, 23.989, -5.449], [-10.149, 20.335, -6.591], [-11.030, 21.002, -7.995], [-11.864, 20.246, -6.657], [-7.029, 19.509, -2.381], [-6.564, 20.643, -3.265], [-7.413, 21.020, -4.442], [-5.496, 21.169, -3.065], [-7.138, 18.567, -2.917], [-7.980, 19.785, -1.922], [-6.321, 19.336, -1.572], [-7.010, 21.799, -5.080], [-8.392, 21.358, -4.086], [-7.628, 20.130, -5.034], [-8.541, 18.059, -15.740], [-9.644, 17.910, -14.720], [-9.263, 17.666, -13.270], [-10.797, 17.992, -15.056], [-8.078, 19.039, -15.613], [-9.031, 18.007, -16.708], [-7.816, 17.267, -15.550], [-8.547, 18.418, -12.941], [-8.900, 16.650, -13.106], [-10.189, 17.769, -12.703], [-8.817, 21.683, -11.962], [-8.386, 21.694, -13.415], [-7.100, 22.411, -13.749], [-9.041, 21.168, -14.284], [-9.062, 22.677, -11.585], [-8.030, 21.267, -11.332], [-9.707, 21.055, -11.892], [-6.429, 22.282, -12.899], [-7.354, 23.459, -13.921], [-6.630, 21.975, -14.626], [-8.479, 17.822, -7.228], [-7.815, 17.921, -8.573], [-8.317, 18.934, -9.571], [-6.772, 17.335, -8.794], [-9.553, 17.689, -7.358], [-8.277, 18.668, -6.578], [-8.132, 16.909, -6.737], [-8.809, 18.486, -10.434], [-7.520, 19.590, -9.917], [-9.055, 19.538, -9.040], [-5.303, 21.538, -8.190], [-6.766, 21.894, -8.094], [-7.134, 23.258, -8.640], [-7.589, 21.168, -7.589], [-5.118, 20.511, -7.887], [-4.752, 22.152, -7.472], [-4.879, 21.671, -9.184], [-6.391, 23.544, -9.383], [-7.146, 24.052, -7.891], [-8.137, 23.226, -9.066], [-13.636, 19.405, -9.945], [-12.316, 18.721, -9.925], [-12.144, 17.650, -8.870], [-11.392, 19.100, -10.614], [-13.743, 20.139, -9.143], [-14.436, 18.663, -9.915], [-13.761, 19.997, -10.853], [-11.954, 18.138, -7.910], [-11.279, 17.026, -9.087], [-13.038, 17.043, -8.734], [-11.707, 20.061, -3.360], [-10.589, 19.041, -3.326], [-10.511, 18.082, -2.161], [-9.869, 18.887, -4.290], [-12.319, 20.068, -2.459], [-12.293, 19.874, -4.256], [-11.294, 21.074, -3.374], [-10.119, 17.159, -2.580], [-11.469, 17.981, -1.662], [-9.752, 18.483, -1.484], [-6.731, 13.329, -3.668], [-7.402, 14.638, -3.967], [-7.585, 15.604, -2.834], [-7.904, 14.841, -5.049], [-5.821, 13.435, -3.064], [-6.338, 12.854, -4.566], [-7.399, 12.685, -3.097], [-8.092, 16.499, -3.196], [-6.646, 15.921, -2.377], [-8.220, 15.198, -2.043], [-4.775, 15.964, -6.501], [-4.367, 17.393, -6.368], [-5.364, 18.360, -5.790], [-3.256, 17.758, -6.683], [-5.680, 15.851, -7.102], [-5.065, 15.583, -5.517], [-3.967, 15.387, -6.940], [-4.943, 19.065, -5.077], [-6.150, 17.787, -5.285], [-5.869, 18.877, -6.605]],
  "forces_ev_per_a": [[-0.548, 0.206, 0.061], [-0.015, 0.725, -0.401], [-0.196, -0.752, -0.225], [-0.130, 0.044, 0.334], [0.022, -0.123, -0.138], [0.353, -0.255, 0.005], [0.204, 0.059, 0.147], [0.314, 0.002, -0.007], [0.051, -0.129, 0.056], [-0.014, 0.294, 0.198], [-0.133, 0.753, 0.127], [-0.041, -0.594, -1.183], [-0.332, -0.941, 0.478], [0.150, 0.267, 0.432], [-0.187, -0.206, -0.134], [-0.118, -0.147, 0.170], [0.260, -0.074, 0.159], [0.298, 0.430, -0.111], [0.229, 0.296, 0.013], [-0.154, 0.206, -0.074], [-0.077, 0.111, 0.483], [0.664, -0.266, -0.368], [-0.847, -0.137, 0.146], [0.173, 0.258, 0.152], [-0.241, 0.142, -0.269], [-0.139, -0.153, -0.136], [0.138, 0.207, -0.092], [0.407, -0.040, 0.183], [-0.004, -0.078, 0.057], [0.035, 0.017, -0.054], [-0.452, -0.072, 0.456], [0.294, 0.105, 0.112], [-0.808, 0.220, -0.117], [-0.412, -0.094, 0.014], [0.072, -0.028, 0.035], [0.353, -0.122, -0.180], [0.182, 0.077, -0.370], [0.181, -0.118, 0.055], [0.310, 0.034, -0.154], [0.154, 0.090, 0.150], [-0.352, -0.396, -0.201], [0.208, 0.147, -0.114], [-0.085, -0.360, 0.501], [-0.145, -0.209, 0.093], [0.110, 0.125, -0.166], [0.073, 0.023, -0.088], [0.010, 0.022, 0.147], [0.139, 0.373, -0.089], [0.245, 0.072, 0.042], [-0.136, 0.088, -0.138], [-0.399, -1.281, -0.160], [1.363, 0.897, -0.087], [-0.862, 0.166, 0.611], [-0.227, -0.394, 0.068], [-0.153, 0.359, 0.103], [-0.068, 0.264, -0.239], [0.111, 0.148, 0.063], [0.023, -0.129, 0.033], [0.211, -0.261, 0.001], [-0.073, 0.165, -0.370], [0.121, -0.500, 0.421], [0.335, 0.499, -0.021], [-0.047, 0.018, -0.285], [-0.097, -0.171, 0.077], [-0.176, -0.138, -0.016], [0.010, 0.219, -0.193], [-0.120, 0.256, -0.036], [-0.194, 0.121, -0.154], [0.142, -0.254, 0.288], [0.071, -0.053, -0.116], [-0.840, 0.365, -0.796], [0.779, 0.495, 0.482], [0.181, -0.156, -0.074], [-0.219, -0.387, 0.056], [0.066, -0.372, 0.359], [-0.096, 0.194, 0.278], [0.202, -0.190, -0.096], [-0.038, 0.139, -0.023], [-0.053, -0.033, -0.086], [0.005, -0.036, -0.107], [0.453, 0.444, 0.655], [-0.729, -0.551, -0.485], [0.514, 0.489, -0.433], [0.179, 0.288, 0.215], [-0.170, -0.396, -0.122], [-0.116, 0.221, 0.013], [0.080, -0.059, -0.480], [-0.191, -0.203, 0.277], [0.060, -0.155, 0.128], [-0.175, -0.110, 0.268], [1.346, -0.123, 0.158], [-0.643, -0.450, -0.060], [-0.119, 0.833, 0.178], [0.243, 0.204, -0.042], [-0.299, 0.337, 0.284], [-0.672, -0.113, -0.183], [-0.106, -0.088, -0.192], [0.055, -0.062, -0.182], [0.078, -0.236, -0.005], [0.160, -0.296, -0.021], [-0.465, -0.376, -0.001], [0.617, 0.348, 0.037], [-0.814, -0.572, 0.308], [-0.029, 0.097, -0.068], [0.062, 0.222, -0.120], [0.240, -0.073, 0.041], [0.031, -0.062, 0.105], [0.302, 0.082, -0.226], [-0.010, 0.123, 0.019], [0.099, 0.186, -0.046]]
}

***

What are the energy above the lowest of the compared OMol25 structures with the same formula, charge and spin values for these records? In order: 1.041; 0.172 eV.
What are the gap between HOMO and LUMO values for these records? In order: 9.471; 9.336 eV.